Record 1
The following is a quantum chemistry calculation of a structure of composition C15H19NReSbSe4Si, from the OMol25 dataset.

ORCA input file:
```
! wB97M-V def2-TZVPD RIJCOSX def2/J DEFGRID3
* xyz 2 1
Re 0.633 0.371 0.570
Se 2.673 -1.647 3.615
Sb 2.313 0.502 2.833
Se 2.334 -0.640 -0.373
Se -0.825 -0.996 1.538
Se 2.767 2.697 3.392
C 2.958 4.209 -2.217
C 2.211 3.141 -2.694
C 1.321 2.493 -1.854
C 1.191 2.926 -0.536
C 1.910 4.022 -0.058
C 2.801 4.651 -0.905
N 0.321 2.221 0.365
C -0.670 2.983 1.041
C -1.285 4.041 0.364
C -2.285 4.757 0.993
C -2.665 4.436 2.293
C -2.039 3.397 2.971
C -1.039 2.670 2.351
H 3.652 4.715 -2.874
H 2.309 2.823 -3.723
H 0.698 1.687 -2.223
H 1.775 4.353 0.963
H 3.378 5.492 -0.544
H -0.986 4.282 -0.648
H -2.767 5.574 0.472
H -3.438 5.011 2.786
H -2.307 3.176 3.995
H -0.504 1.907 2.900
C -4.116 -0.329 1.433
Si -3.029 -0.555 -0.023
C -2.885 -2.217 -0.778
C -2.705 0.919 -1.064
H -5.143 -0.192 1.075
H -3.847 0.562 2.001
H -4.107 -1.202 2.086
H -3.861 -2.463 -1.215
H -2.668 -2.987 -0.037
H -2.144 -2.253 -1.575
H -3.630 1.135 -1.613
H -1.921 0.743 -1.801
H -2.482 1.801 -0.463
*
```

Output
energy relative to the best compared isomer or geometry (same formula, charge and spin)	66.21	kJ/mol
frontier orbital gap	5.5	eV
LUMO	-0.3305	Ha
E_tot	-295268.37786	eV

***

Record 2
The following is a quantum chemistry calculation of a structure of composition C15H19NReSbSe4Si, from the OMol25 dataset.

ORCA input file:
```
! wB97M-V def2-TZVPD RIJCOSX def2/J DEFGRID3
* xyz 2 1
Re 0.536 -0.844 0.102
Se 2.861 -1.958 3.545
Sb 2.348 -2.654 1.433
Se -0.744 -1.620 1.726
Se 1.722 0.910 0.723
Se 2.877 -4.242 -0.131
C -2.369 -4.425 -2.302
C -2.770 -3.175 -1.856
C -1.829 -2.171 -1.679
C -0.490 -2.447 -1.943
C -0.080 -3.692 -2.422
C -1.031 -4.679 -2.593
N 0.511 -1.453 -1.675
C 1.384 -1.107 -2.741
C 0.872 -1.046 -4.040
C 1.709 -0.665 -5.074
C 3.041 -0.360 -4.821
C 3.550 -0.446 -3.532
C 2.726 -0.823 -2.484
H -3.104 -5.205 -2.444
H -3.814 -2.973 -1.663
H -2.132 -1.174 -1.383
H 0.963 -3.873 -2.641
H -0.736 -5.654 -2.956
H -0.165 -1.287 -4.230
H 1.323 -0.614 -6.083
H 3.692 -0.079 -5.638
H 4.597 -0.251 -3.347
H 3.131 -0.957 -1.489
C 2.089 3.402 -1.643
Si 0.375 2.901 -1.204
C -0.454 3.649 0.256
C -0.608 1.965 -2.447
H 2.027 4.258 -2.327
H 2.608 2.606 -2.180
H 2.670 3.715 -0.777
H -0.700 4.687 -0.002
H 0.203 3.693 1.126
H -1.384 3.144 0.517
H -0.961 2.690 -3.190
H -1.486 1.487 -2.015
H 0.004 1.238 -2.985
*
```

Output
energy relative to the best compared isomer or geometry (same formula, charge and spin)	81.64	kJ/mol
frontier orbital gap	5.9	eV
LUMO	-0.3160	Ha
E_tot	-295268.21794	eV

***

Record 3
The following is a quantum chemistry calculation of the molecule C15H20BCl2NO3 at a distorted geometry, from the OMol25 dataset.

ORCA input file:
```
! wB97M-V def2-TZVPD RIJCOSX def2/J DEFGRID3
* xyz 0 1
C -3.799 -1.692 1.540
C -2.661 -1.148 0.443
Cl -3.587 -0.492 -1.029
C -1.814 0.090 1.133
Cl -2.527 1.748 0.659
C -0.185 0.041 0.761
C 0.390 -0.762 2.104
C 0.545 0.197 3.464
C 1.052 -0.458 4.879
C 1.439 -2.064 4.979
C 1.277 -2.971 3.603
C 0.754 -2.363 2.146
C 0.178 -0.552 -0.726
C 1.235 0.500 -1.418
B 0.683 1.694 -2.406
O -0.501 2.506 -1.968
N 1.361 2.028 -3.722
C 1.974 0.821 -4.395
C 0.491 2.846 -4.648
C 1.789 1.169 0.007
O 3.037 1.403 0.422
O 0.483 1.379 0.711
H -3.344 -2.520 2.234
H -4.273 -0.814 2.166
H -4.697 -2.170 0.926
H -2.001 -2.071 0.152
H -1.996 -0.012 2.308
H 0.251 1.344 3.406
H 1.112 0.251 5.812
H 1.795 -2.503 6.004
H 1.522 -4.121 3.694
H 0.630 -3.027 1.174
H 0.764 -1.585 -0.617
H -0.674 -0.805 -1.488
H 2.122 -0.165 -1.790
H -0.251 3.496 -2.005
H 2.988 0.578 -3.815
H 2.321 1.048 -5.514
H 1.315 -0.148 -4.349
H -0.530 2.355 -4.940
H 0.244 3.936 -4.239
H 1.088 3.016 -5.658
*
```

Output
SMILES string	C[C@@H](Cl)[C@H](Cl)[C@@]1(c2ccccc2)C[C@@H](B(O)N(C)C)C(=O)O1
frontier orbital gap	8.6	eV
LUMO	-0.0043	Ha
E_tot	-49222.16360	eV

***

Record 4
The following is a quantum chemistry calculation of a structure of composition C15H20BMgN3O4, from the OMol25 dataset.

ORCA input file:
```
! wB97M-V def2-TZVPD RIJCOSX def2/J DEFGRID3
* xyz 0 1
Mg 3.136 -1.244 -0.833
C 1.867 0.012 -4.897
C 2.514 -0.543 -3.673
N 2.379 -0.061 -2.498
O 1.542 1.036 -2.389
C 3.421 -1.725 -3.785
C 3.715 -2.338 -5.112
N 3.921 -2.115 -2.680
O 4.790 -3.142 -2.727
H 1.035 0.658 -4.640
H 1.523 -0.794 -5.543
H 2.596 0.597 -5.462
H 1.322 1.077 -1.440
H 4.144 -1.602 -5.792
H 2.800 -2.714 -5.571
H 4.413 -3.160 -4.990
N 5.561 -2.414 -0.410
C 5.237 -1.381 0.020
H 5.216 -3.034 -1.809
C -4.753 1.424 2.504
C -3.352 1.802 3.001
C -3.351 1.843 4.535
C -3.027 3.204 2.487
C -2.340 0.762 2.520
C -2.508 -0.576 2.897
C -1.632 -1.584 2.511
C -0.566 -1.210 1.723
O 0.439 -1.985 1.203
B 1.284 -1.134 0.490
O 0.749 0.188 0.571
C -0.384 0.103 1.342
C -1.248 1.108 1.723
H -5.484 2.164 2.835
H -5.067 0.453 2.884
H -4.779 1.382 1.414
H -4.067 2.586 4.893
H -2.364 2.109 4.914
H -3.626 0.880 4.963
H -3.778 3.907 2.849
H -3.032 3.246 1.397
H -2.054 3.548 2.840
H -3.353 -0.843 3.517
H -1.774 -2.612 2.812
H -1.065 2.124 1.407
*
```

Output
energy relative to the best compared isomer or geometry (same formula, charge and spin)	0.00	kJ/mol
frontier orbital gap	7.8	eV
LUMO	-0.0225	Ha
E_tot	-34661.21014	eV

***

Record 5
The following is a quantum chemistry calculation of a structure of composition C15H20BaBr2IN2O2P2S at a distorted geometry, from the OMol25 dataset.

ORCA input file:
```
! wB97M-V def2-TZVPD RIJCOSX def2/J DEFGRID3
* xyz -1 1
Ba 0.097 0.381 0.273
C 0.672 -3.422 0.205
P 0.053 -2.644 -1.333
C -1.170 -3.901 -1.864
C 1.504 -2.943 -2.428
C 1.439 -2.082 -3.697
P 1.231 -0.275 -3.252
C -0.411 0.081 -3.991
C 2.310 0.504 -4.518
H 0.881 -4.483 0.038
H -0.056 -3.340 1.015
H 1.587 -2.929 0.535
H -0.749 -4.908 -1.828
H -1.525 -3.695 -2.875
H -2.025 -3.843 -1.188
H 1.622 -4.011 -2.636
H 2.369 -2.623 -1.841
H 0.617 -2.398 -4.346
H 2.361 -2.182 -4.274
H -0.479 -0.270 -5.024
H -0.580 1.159 -3.954
H -1.191 -0.400 -3.397
H 2.089 0.150 -5.528
H 3.355 0.297 -4.283
H 2.164 1.584 -4.474
Br -3.339 -2.942 2.438
C -2.618 -1.373 3.225
C -2.639 -1.255 4.611
C -2.146 -0.133 5.212
Br -2.204 -0.020 7.113
C -1.606 0.916 4.439
C -1.056 2.090 4.995
C -0.523 3.050 4.190
C -0.547 2.864 2.799
N -1.087 1.799 2.257
C -1.575 0.788 3.019
C -2.093 -0.407 2.351
O -2.089 -0.555 1.087
H -3.044 -2.061 5.206
H -1.057 2.210 6.069
H -0.086 3.948 4.608
H -0.169 3.614 2.112
I 0.287 3.330 -1.436
O 1.995 -2.304 3.544
S 1.658 -1.008 2.946
N 2.158 -0.575 1.637
*
```

Output
frontier orbital gap	7.4	eV
LUMO	0.0885	Ha
E_tot	-201253.06284	eV

***

Record 6
The following is a quantum chemistry calculation of a structure of composition C15H20Br2N3NiO2S2, from the OMol25 dataset.

ORCA input file:
```
! wB97M-V def2-TZVPD RIJCOSX def2/J DEFGRID3
* xyz 1 1
Ni 0.327 0.444 0.293
C 2.608 1.915 2.275
C 2.906 0.524 1.812
C 4.148 -0.070 2.114
C 4.412 -1.356 1.740
C 3.434 -2.105 1.051
C 3.559 -3.457 0.633
Br 5.130 -4.428 1.022
C 2.542 -4.067 -0.047
C 1.356 -3.370 -0.350
Br -0.012 -4.250 -1.300
C 1.171 -2.062 0.033
O 0.097 -1.347 -0.211
C 2.235 -1.443 0.753
N 1.995 -0.148 1.134
H 3.141 2.125 3.201
H 1.539 2.047 2.447
H 2.926 2.638 1.524
H 4.884 0.509 2.652
H 5.362 -1.815 1.977
H 2.640 -5.097 -0.359
C 0.857 6.164 0.633
N 1.152 4.844 0.086
C 0.492 3.690 0.182
S 1.122 2.367 -0.716
N -0.617 3.522 0.898
C -1.248 4.387 1.890
H 1.728 6.786 0.448
H 0.695 6.127 1.707
H -0.001 6.621 0.141
H 1.956 4.785 -0.520
H -1.062 2.620 0.740
H -1.457 5.380 1.499
H -0.642 4.467 2.793
H -2.196 3.926 2.154
C -3.840 1.299 -1.097
S -2.263 0.499 -1.301
C -2.754 -1.193 -1.051
O -1.524 0.906 -0.016
H -4.272 0.998 -0.145
H -4.477 0.999 -1.928
H -3.677 2.374 -1.130
H -3.332 -1.493 -1.924
H -3.342 -1.272 -0.139
H -1.838 -1.779 -0.975
*
```

Output
energy relative to the best compared isomer or geometry (same formula, charge and spin)	9.41	kJ/mol
frontier orbital gap (alpha / beta)	6.8 / 6.8	eV
LUMO (alpha / beta)	-0.1257 / -0.1259	Ha
E_tot	-227239.05252	eV

***

Number 1: molar mass 865.22 g/mol. Number 2: molar mass 865.22 g/mol. Number 3: molar mass 344.05 g/mol. Number 4: molar mass 341.46 g/mol. Number 5: molar mass 778.39 g/mol. Number 6: molar mass 556.98 g/mol.